No. 1
C44H44N4O2RuSSb as an isolated structure. Source: OMol25; level of theory: ωB97M-V with the def2-TZVPD basis set.

## Properties
LUMO energy (spin up / spin down) in eV: 0.1 / -0.6
Highest occupied orbital energy (spin up / spin down) in eV: -4.9 / -7.4
Orbital gap (spin up / spin down) in eV: 4.97 / 6.76
Energy above the lowest of the compared OMol25 structures with the same formula, charge and spin in kcal/mol: 41.0

Geometry as ORCA input:
```
! RIJCOSX wB97M-V def2-TZVPD def2/J DEFGRID3
* xyz 0 6
Sb 2.82234 -2.68967 2.83703
Ru 0.28101 0.19250 2.15294
S 0.24567 3.09858 3.71223
O -1.46613 1.05707 1.29011
O -2.06493 -1.47251 2.09954
N 3.27819 0.49208 1.48817
N 0.07798 -2.00713 1.82218
N -2.87183 0.49249 -2.36875
N 0.66695 -0.87810 4.21639
C 5.72201 1.00606 2.66735
C 4.96366 2.02691 2.12882
C -1.18304 -2.28587 1.47723
C 3.71573 1.78424 1.58081
C -5.06518 -1.90436 -4.12853
C 0.37534 -0.65551 6.56462
C 1.80573 -1.56604 4.40723
C -2.35899 0.33281 0.53123
C 5.14849 -0.25792 2.74172
C 2.25211 2.40083 -2.12098
C 4.41464 3.26396 -2.73010
C -5.23889 2.78172 0.22863
C 0.51970 0.36562 -1.16804
C 1.06260 -2.90508 1.61499
C 3.03189 3.35324 -2.76250
C 0.79918 -4.03816 0.83803
C 2.86349 2.94499 1.17465
C -4.22729 -2.31188 -5.15358
C 3.93776 -0.51263 2.14136
C -4.20033 2.02080 0.73429
C -2.50762 -0.81202 -4.36852
C -2.05505 -2.24189 -6.39671
C 2.09282 0.07246 0.77516
C 2.83206 1.33986 -1.43128
C -4.62985 -0.97182 -3.20567
C -3.35157 -0.42304 -3.31619
C -1.13799 -0.19779 -4.49690
C 4.22608 1.25445 -1.42441
C 2.50073 -1.10414 -1.38858
C 0.89979 1.77949 3.18933
C -0.46413 -4.22094 0.31347
C 1.58511 -1.29998 6.78146
C -1.50535 -3.35068 0.66090
C -5.51628 2.74316 -1.13224
C 1.99867 0.23803 -0.78570
C -1.42630 0.12906 5.01079
C 2.28671 -1.78601 5.69773
C -4.73928 1.96912 -1.97221
C 5.00914 2.20542 -2.05895
C -3.68381 1.20288 -1.46781
C -2.94998 -1.77618 -5.27795
C -0.07261 -0.46837 5.26607
C -3.43076 1.20799 -0.09136
C -3.05373 -0.77109 1.35459
H -2.52224 -3.52768 0.34095
H -5.26933 -0.66911 -2.38695
H 1.88488 2.62674 0.82946
H 2.69133 -0.99773 -2.45802
H 2.73271 3.59064 2.04357
H 1.75150 -1.88634 -1.24307
H 5.33014 3.04468 2.13254
H -1.88916 -1.44724 -7.12809
H 3.34213 3.53181 0.39219
H 5.65565 -1.07094 3.25055
H 3.20416 -2.34503 5.83522
H 1.58412 -4.76067 0.65477
H 6.08822 2.11569 -2.03242
H -2.15649 -0.68012 4.94270
H -1.84478 -0.21647 -0.27742
H -0.67828 -5.07676 -0.31340
H 0.40453 0.45955 -2.25202
H -1.07927 -2.54822 -6.01585
H -6.32248 3.33623 -1.54493
H -1.45716 0.67091 4.06698
H -0.22009 -0.29627 7.39319
H 2.09924 -1.00078 0.89560
H -4.92020 1.94683 -3.03990
H 2.55103 4.17094 -3.28485
H -5.82929 3.40380 0.88930
H -3.70793 -0.32630 2.10331
H -3.62826 -1.43878 0.70539
H -1.71595 0.79632 5.82085
H 0.04360 1.21332 -0.67335
H -4.56206 -3.05685 -5.86559
H -3.96509 2.05135 1.79195
H -2.50180 -3.08728 -6.91727
H 3.41854 -1.44207 -0.90430
H 0.00630 -0.54657 -0.85181
H -0.38123 -0.79164 -3.97309
H 4.71291 0.43901 -0.90364
H 5.02503 4.01011 -3.22269
H -1.12560 0.80946 -4.08102
H 1.17628 2.51529 -2.14589
H -6.05587 -2.33124 -4.03414
H -1.92018 0.35062 -2.07930
H 1.95226 -1.44927 7.78893
H -0.83688 -0.13360 -5.54131
H 6.72040 1.19667 3.04077
*
```



No. 2
C44H44NO3P2RbS as an isolated structure. Source: OMol25; level of theory: ωB97M-V with the def2-TZVPD basis set.

## Properties
LUMO energy in eV: 0.2
Highest occupied orbital energy in eV: -6.1
Orbital gap in eV: 6.28
Energy above the lowest of the compared OMol25 structures with the same formula, charge and spin in kcal/mol: 0.0

Geometry as ORCA input:
```
! RIJCOSX wB97M-V def2-TZVPD def2/J DEFGRID3
* xyz 0 1
Rb 1.73755 0.28357 -0.62180
S 1.49116 -1.60066 -3.16462
P -0.94800 1.80458 1.29763
P -0.68982 -1.24433 1.79594
O -0.94015 -0.18263 -2.03132
O 0.53169 1.93393 1.25872
O 0.66062 -1.48951 1.23140
N 1.84427 2.35065 -2.73135
C -1.78057 -2.65218 1.47398
C -1.27234 3.03693 5.14560
C 2.08353 -4.07235 -4.20882
C -1.19155 4.08221 -0.16917
C -3.51857 2.83155 4.30489
C 0.09669 -3.96485 -2.87695
C 2.73933 2.96514 -3.50394
C -1.67919 0.08426 -3.21730
C -3.90729 -3.77954 1.37540
C 4.54588 -1.00766 0.56289
C 4.77419 -0.96098 -0.81199
C 4.95256 0.28974 -1.40562
C -1.17781 -3.74930 0.86153
C -1.76373 2.82892 0.05263
C -0.36490 -0.29717 6.26325
C 2.39989 3.79691 -4.55764
C 1.86949 -5.42954 -4.41289
C 4.90519 1.45459 -0.64753
C -1.76574 -0.77567 4.36997
C -0.11612 -5.31972 -3.08785
C -1.64666 2.33959 2.87509
C 4.68443 1.39224 0.72357
C 0.11528 3.38735 -4.02461
C 0.63275 -0.71372 4.11817
C -0.63244 -0.89740 3.56734
C 0.76874 -6.06623 -3.85531
C -1.74622 4.94811 -1.09701
C 1.20358 -3.30439 -3.43352
C -1.59896 0.13411 1.02079
C -1.62901 -0.47519 5.71452
C -3.29985 -4.87475 0.77324
C -0.77187 2.64254 3.91214
C 4.50903 0.15325 1.32774
C 0.55497 2.57192 -2.99297
C 1.05602 4.01033 -4.82617
C -1.93755 -4.85671 0.51221
C -2.64252 3.12855 5.34296
C -2.88800 2.44758 -0.66972
C -3.02210 2.44117 3.07207
C 0.76488 -0.41525 5.46845
C 4.85538 -2.22284 -1.62768
C -2.87793 4.56691 -1.80858
C -3.44548 3.31911 -1.59648
C -3.15268 -2.66869 1.71770
H -0.59199 3.26798 5.95538
H -3.03249 3.43590 6.30501
H 5.11007 0.34423 -2.47679
H -2.50939 -0.37796 6.33695
H 1.49682 -0.81339 3.47352
H 3.78166 2.77117 -3.27310
H 1.74935 -0.27784 5.89706
H 4.32685 0.08948 2.39326
H -0.98556 -5.79959 -2.65108
H -0.29670 4.35992 0.37520
H -3.70553 2.22950 2.25570
H 2.56885 -5.99455 -5.01818
H -1.46231 -5.69850 0.02520
H -3.89422 -5.73623 0.49730
H -0.59953 -3.39443 -2.27192
H 2.94044 -3.58521 -4.65762
H 3.17389 4.25903 -5.15528
H -3.32582 1.46609 -0.53193
H 4.41667 -3.06374 -1.09156
H -2.38018 -0.72477 -3.43779
H -0.11828 -3.71114 0.64162
H 0.75100 4.64800 -5.64595
H 0.29385 2.55924 3.73758
H 5.89917 -2.46464 -1.84273
H 4.64413 2.29743 1.31534
H -1.00833 0.19830 -4.07193
H -2.64118 0.10486 1.35117
H -2.75435 -0.91461 3.95143
H -0.94596 3.52026 -4.19033
H -1.29493 5.91561 -1.27373
H -4.31889 3.01585 -2.15983
H -2.24337 1.00904 -3.07913
H -4.58723 2.91447 4.45784
H 4.37303 -1.96615 1.03832
H -0.22868 -0.83004 -2.32712
H -3.64909 -1.81424 2.16327
H 0.60165 -7.12335 -4.01793
H 4.31746 -2.10986 -2.56934
H -0.26275 -0.06474 7.31599
H -4.97238 -3.78503 1.56865
H -3.31276 5.24147 -2.53511
H -0.15536 2.06328 -2.35380
H -1.57561 -0.08333 -0.05818
H 5.03797 2.41776 -1.12447
*
```



No. 3
C44H45Cl5LiN7O2SSe as an isolated structure. Source: OMol25; level of theory: ωB97M-V with the def2-TZVPD basis set.

## Properties
LUMO energy (spin up / spin down) in eV: 3.9 / 4.0
Highest occupied orbital energy (spin up / spin down) in eV: -1.4 / -1.4
Orbital gap (spin up / spin down) in eV: 5.36 / 5.36
Energy above the lowest of the compared OMol25 structures with the same formula, charge and spin in kcal/mol: 509.2

Geometry as ORCA input:
```
! RIJCOSX wB97M-V def2-TZVPD def2/J DEFGRID3
* xyz -2 1
Se 2.49306 0.51337 1.91917
Cl 1.98661 -2.37908 -1.91015
Cl 2.27512 -5.36595 -3.51370
Cl 1.02775 -7.76987 -1.47890
Cl 1.92752 -1.88102 1.49393
Cl -0.17883 -6.31331 1.33093
S -1.82644 -1.79637 -0.39431
O 5.54752 1.87628 -0.37979
O -1.33288 2.94775 -0.51123
N 1.95890 1.67769 -0.75645
N -0.74931 0.83923 -1.27522
N -3.05526 1.37268 -1.90634
N 4.18189 0.02858 -0.07296
N -1.84580 0.42666 1.18147
N 1.47036 1.94563 2.20411
N 3.57932 0.88218 3.25412
C -4.45997 -2.57846 4.13363
C -5.37955 3.31808 -3.86867
C -2.57609 -0.14693 0.08562
C -2.69030 1.82925 -3.25100
C 3.20802 2.16593 -0.66821
C 0.85268 -4.07657 -0.03575
C 1.47273 -3.87151 -1.34151
C 1.64522 3.97091 3.57385
C -2.12358 0.41256 -1.33788
C -4.68976 -1.34216 -1.87938
C 0.82016 -3.31541 1.08527
C -1.12645 -1.27637 -3.10380
C 0.95106 2.53201 -0.95047
C -3.51153 -1.46878 -2.49334
C 2.43665 4.39067 -1.10922
C 6.92783 -2.29264 -0.94083
C -0.50662 2.07936 -0.88864
C 5.57234 -3.23812 0.78467
C 3.47534 3.52134 -0.83607
C 3.25220 2.10022 3.69223
C 3.48137 -2.35013 1.40418
C 6.68221 -3.31668 -0.03304
C 1.14932 3.89445 -1.15150
C 4.45406 1.28881 -0.36038
C -4.96244 -0.65785 -0.62991
C -4.08951 -0.12193 0.23411
C 6.11473 -1.16478 -1.00731
C -5.15333 1.81093 -3.92865
C 2.35749 4.61126 4.53850
C 0.61227 -5.51546 0.03720
C 2.08012 2.68976 3.11773
C -2.65117 -1.50434 2.72938
C -3.72480 1.43412 -4.30790
C 1.07515 -6.09870 -1.08889
C 3.97511 2.80361 4.69931
C 6.30991 -0.21171 -2.15263
C -1.77140 -0.26340 2.49030
C 3.53414 4.02545 5.10276
C -4.63142 0.70418 1.37040
C 5.04494 -1.01468 -0.08981
C 1.60339 -5.06311 -1.97012
C 4.73608 -2.11236 0.75632
C -3.42086 -1.46719 4.04842
C -2.16641 -0.99152 -2.03695
Li 0.23966 -0.24657 0.01239
H -3.35504 -1.66246 1.90872
H -5.85063 1.36237 -4.64360
H -3.91147 -0.49611 4.17159
H -6.01548 -0.54641 -0.38708
H -1.70931 1.44114 -3.54115
H 0.28633 4.52499 -1.30655
H -2.98916 2.17773 -1.29068
H 5.34672 0.13366 -2.53671
H -3.98814 -3.55878 4.03911
H -3.45106 1.91197 -5.25736
H -3.49140 -2.04361 -3.41559
H 1.84694 -1.35270 0.15372
H 7.75215 -2.37544 -1.64238
H -6.42505 3.55894 -3.66279
H 0.65736 -1.18338 2.00668
H 7.32097 -4.19157 0.00390
H -2.05406 1.40543 1.32342
H -5.00586 -2.55556 5.07955
H -5.18536 -2.48676 3.32140
H -1.48693 -0.92077 -4.07397
H 4.50066 3.84452 -0.73474
H -1.95658 0.48781 3.26480
H 1.89175 -2.20031 2.99252
H -0.73872 -0.58141 2.64558
H -2.71463 -1.55827 4.87957
H 5.30049 -4.05714 1.43861
H 4.08342 4.57183 5.86070
H -4.39840 1.76199 1.20626
H -5.36187 1.37126 -2.95064
H 2.03345 5.58349 4.89158
H 2.62716 5.44728 -1.26293
H -5.10603 3.79791 -4.81303
H -0.95039 -2.35239 -3.18280
H 4.86493 2.35042 5.11686
H -2.00216 -2.38569 2.73041
H -4.20870 0.43583 2.33603
H -0.19044 -0.77878 -2.87224
H -5.71613 0.60702 1.42409
H 0.75506 4.40256 3.13338
H -3.67822 0.35362 -4.46711
H -4.77853 3.77586 -3.08103
H 6.85749 0.68564 -1.86023
H -5.55105 -1.78290 -2.37170
H 6.83778 -0.72046 -2.96264
H -2.58041 2.91768 -3.23065
*
```



No. 4
C44H47AsN3S2Sb2V as an isolated structure. Source: OMol25; level of theory: ωB97M-V with the def2-TZVPD basis set.

## Properties
LUMO energy (spin up / spin down) in eV: -3.7 / -3.8
Highest occupied orbital energy (spin up / spin down) in eV: -10.4 / -10.4
Orbital gap (spin up / spin down) in eV: 6.74 / 6.55
Energy above the lowest of the compared OMol25 structures with the same formula, charge and spin in kcal/mol: 60.4

Geometry as ORCA input:
```
! RIJCOSX wB97M-V def2-TZVPD def2/J DEFGRID3
* xyz 1 4
Sb -2.46903 -2.06449 2.08162
Sb 0.00644 -3.42710 -1.01702
As -0.26229 5.13281 -1.75243
V -0.07410 1.23050 -0.04266
S 4.08772 0.62316 -2.24300
S 1.08687 1.14732 -2.17610
N 2.90839 1.36124 -0.13828
N -0.45677 2.02376 1.96370
N 1.80196 1.66203 0.58864
C 0.64809 -1.63474 0.06155
C -2.78171 -1.45157 0.02369
C -3.25110 -4.95902 1.40145
C -3.83637 -1.80790 -2.13503
C 3.09295 -3.77997 -0.61283
C 1.79094 -5.72857 -0.11028
C -0.34533 -1.78829 -3.56088
C 1.92383 2.23507 1.73102
C 0.79416 -1.86321 1.56730
C -3.43449 -2.27724 -0.88908
C -1.92180 6.20842 2.86228
C -0.11008 -1.31984 -4.84554
C 4.24764 -4.45504 -0.24632
C 3.57196 0.21876 -3.92028
C -3.11587 -6.33795 1.32680
C 1.39609 4.87035 -0.74525
C -2.55753 -0.13226 -0.38346
C 1.85407 -2.69303 -4.97627
C 0.52457 -2.69584 -2.95824
C -1.31807 3.76569 -0.78420
C 4.17507 -5.77275 0.18955
C 2.94620 -6.41061 0.25407
C 0.99231 -1.77348 -5.55686
C -3.60622 -0.49179 -2.50613
C -2.94987 0.35452 -1.62375
C 0.24043 7.08260 1.36989
C -0.90666 -6.16826 2.24674
C -0.45196 3.29558 4.42491
C 0.69979 2.48278 2.49793
C 2.63429 1.07765 -1.39408
C -1.03755 -4.78700 2.30289
C -1.99069 6.22316 1.47631
C -2.20223 -4.16370 1.85980
C -0.41928 -1.43648 2.39072
C 0.73265 3.12801 3.72373
C 1.84769 -4.40730 -0.54623
C 1.62390 -3.15000 -3.68352
C -1.93915 -6.94519 1.74308
C -1.63306 2.81888 3.88138
C -0.76696 6.62728 3.50799
C 0.31517 7.06241 2.75519
C -1.59047 2.19802 2.64618
C -0.91451 6.66754 0.70773
C -1.00444 6.69956 -0.78352
H 2.70599 -3.06420 -5.53341
H -2.90874 5.92492 0.98142
H -0.79207 -0.61036 -5.29785
H 3.17981 -2.75659 -0.96443
H -1.17658 3.83859 0.29507
H 1.66199 -1.31187 1.94749
H -2.04474 6.76027 -1.10813
H -2.57734 2.92361 4.39562
H -2.49337 1.81578 2.18494
H -0.49539 7.56916 -1.20084
H -1.22338 -1.43796 -3.02595
H 2.30299 -3.87638 -3.25308
H 1.21430 7.41157 3.24703
H 1.59635 -1.35567 -0.39983
H 2.89857 2.51787 2.11503
H -0.25452 -1.66370 3.44899
H -3.93674 -6.93916 0.95780
H -0.05584 -0.82147 -0.18614
H -3.92488 -0.13110 -3.47495
H 2.08634 5.68385 -0.96774
H -2.37955 3.85389 -1.01520
H -1.83667 -8.02129 1.69258
H -3.62301 -3.31567 -0.64696
H 1.21926 4.83861 0.33064
H -0.50303 -0.34884 2.36884
H 0.00598 -6.63385 2.59757
H -1.00630 2.79381 -1.19225
H 1.84991 3.94056 -1.08572
H -4.33444 -2.48183 -2.82049
H -0.44946 3.79401 5.38491
H 1.03832 -2.91260 1.74171
H -2.78302 5.89271 3.43784
H -0.71805 6.64156 4.58955
H 2.56520 0.57718 -4.11637
H 5.20585 -3.95388 -0.30320
H 1.67277 3.48756 4.11851
H 3.59479 -0.85864 -4.05913
H 2.88444 -7.43943 0.58543
H -0.21727 -4.20571 2.70369
H 1.08407 7.44870 0.79650
H -2.02739 0.54175 0.30225
H 1.17138 -1.42200 -6.56502
H 0.83502 -6.23804 -0.05002
H 4.26837 0.70124 -4.60224
H 5.07673 -6.30015 0.47272
H -4.19858 -4.51521 1.11564
H -2.75364 1.38388 -1.89768
*
```